# 1
DFT (the ωB97M-V functional and the def2-TZVPD basis) results for a 2-piece molecular cluster, H3NOPS overall in a non-equilibrium geometry.

Last column: Löwdin charge in e.
Cartesian coordinates (Å):
S 1.8376 1.1706 -0.8762  -0.386
P 1.7841 -0.5750 0.0784  -0.020
O -2.7814 0.0757 -0.7426  -0.127
N -1.8978 -0.0964 0.0955  -0.041
H 0.3914 -0.7030 -0.0712  -0.263
H 1.6309 -0.4597 1.4877  -0.213
H -0.9648 0.5877 0.0284  0.050

Summary:
* spin multiplicity: 1
* frontier orbital gap: 5.66 eV
* total charge: -1
* max |F|: 3.08 eV Å⁻¹
* ΔE to the lowest compared entry with this formula, charge and spin: 63.56 kcal per mole



# 2
DFT (the ωB97M-V functional and the def2-TZVPD basis) results for C7H8FINO6S3 as an isolated structure.

Last column: Löwdin charge in e.
Cartesian coordinates (Å):
I -0.7168 -2.8183 1.2402  0.516
S -2.2286 -0.8640 1.0188  0.124
S -3.0501 0.2934 -2.5292  0.647
S -3.9224 -2.1309 -0.8121  0.433
F 1.4661 -0.2635 0.7242  0.020
O -3.0735 0.3516 -3.9702  -0.373
O -1.5385 -0.0578 0.0377  -0.448
O -4.0494 0.9591 -1.7554  -0.332
O -2.3191 -0.3703 2.3567  -0.384
O -3.4819 -3.4998 -0.7701  -0.363
O -5.2783 -1.8654 -1.1825  -0.304
N -3.6189 -1.3579 0.5396  -0.354
C -2.8674 -1.4323 -2.0917  -0.333
C 2.5210 0.5174 0.9807  -0.285
C 2.4736 1.8448 0.5962  -0.007
C 3.5707 2.6502 0.8642  -0.092
C 4.7073 0.7941 1.8800  -0.095
C 3.6182 -0.0264 1.6219  -0.013
C 4.6888 2.1303 1.5035  -0.112
H 3.6032 -1.0687 1.9093  0.118
H 1.5865 2.2208 0.1054  0.121
H -1.8423 0.7517 -2.1290  0.064
H -3.0885 -2.0089 -2.9917  0.089
H 5.5755 0.3839 2.3803  0.099
H 5.5407 2.7649 1.7100  0.094
H 3.5485 3.6930 0.5737  0.100
H -1.8245 -1.5911 -1.8104  0.068

Summary:
* spin multiplicity: 1
* frontier orbital gap: 8.77 eV
* total charge: -1
* max |F|: 0.31 eV Å⁻¹



# 3
DFT (the ωB97M-V functional and the def2-TZVPD basis) results for one molecule with the formula C5H10OS in a non-equilibrium geometry.

Last column: Löwdin charge in e.
Cartesian coordinates (Å):
S 2.1942 0.8110 -0.3633  0.655
O -0.1826 -1.1194 -0.1215  -0.186
C 0.7103 0.7673 0.7419  -0.485
C -1.5323 0.8835 -0.3490  -0.114
C -2.8116 0.3048 -0.6784  -0.111
C -0.2851 -2.1173 0.8717  -0.029
C -0.4569 0.1249 0.1123  -0.474
H 1.0213 -0.0210 1.4169  0.044
H -3.6137 0.3247 0.1190  0.097
H -3.0839 0.5931 -1.6892  0.057
H -1.4081 1.9024 -0.0625  0.097
H 0.9366 1.6512 1.2724  0.049
H -0.0066 -3.0947 0.3441  0.135
H 1.7056 -0.5159 -0.7498  -0.052
H -1.1505 -1.8839 1.3938  0.078
H -2.3503 -0.8235 -1.0185  0.149
H 0.5564 -1.9319 1.5674  0.088

Summary:
* spin multiplicity: 1
* frontier orbital gap: 9.22 eV
* total charge: 0
* max |F|: 6.32 eV Å⁻¹
* SMILES: C/C=C(/CS)OC
* ΔE to the lowest compared entry with this formula, charge and spin: 85.30 kcal per mole



# 4
DFT (the ωB97M-V functional and the def2-TZVPD basis) results for a 8-piece molecular cluster, BH20NO6 overall in a non-equilibrium geometry.

Last column: Löwdin charge in e.
Cartesian coordinates (Å):
O -1.7135 1.6898 1.3924  -0.109
O 2.3326 -1.2537 -1.5645  -0.105
O 0.8879 2.9980 -3.4609  -0.053
O 0.8424 2.5158 -1.0857  -0.022
O -3.2035 -1.0157 -2.1634  -0.041
O -0.4663 -3.0455 1.1602  -0.097
N -0.5780 -0.3009 -0.9659  0.286
B 1.4704 -0.8992 3.7775  -0.481
H -2.2781 0.8973 1.4945  0.039
H -0.6352 -1.4038 -1.1741  0.207
H 0.8566 -0.6995 2.6753  -0.092
H 2.1842 0.0305 4.0026  -0.096
H -3.5603 -0.8269 -3.0711  0.085
H 0.3425 -0.0199 -1.3230  0.090
H -2.4378 2.3645 1.0508  0.103
H -1.2765 0.2632 -1.1405  0.014
H -3.6968 -0.3683 -1.7243  0.001
H 0.7394 2.5723 -2.6822  -0.119
H 0.0817 -2.7509 1.9042  0.009
H 0.2819 3.1983 -0.8144  0.046
H -0.2819 -0.0501 0.0590  0.165
H 2.2451 -2.2471 -1.5481  0.072
H 0.8744 -0.9860 4.7648  -0.108
H 2.5611 -1.1127 -0.5844  0.092
H 1.8192 3.2777 -3.3291  0.059
H 1.7683 2.5265 -0.7465  0.118
H 2.1193 -1.8790 3.6297  -0.102
H -1.2791 -3.4749 1.4672  0.039

Summary:
* spin multiplicity: 1
* frontier orbital gap: 6.26 eV
* total charge: 0
* max |F|: 9.69 eV Å⁻¹
* ΔE to the lowest compared entry with this formula, charge and spin: 21.69 kcal per mole



# 5
DFT (the ωB97M-V functional and the def2-TZVPD basis) results for C26H19LaN4O8 as an isolated structure in a non-equilibrium geometry.

Last column: Löwdin charge in e.
Cartesian coordinates (Å):
La 0.1791 0.4873 -0.0710  1.979
O -1.6587 -1.1246 -0.3455  -0.024
O -1.8520 4.5422 1.4723  0.226
O -0.7870 2.6429 0.7348  -0.047
O -0.0181 0.4361 -2.4803  -0.043
O -3.7073 -2.0387 -0.3722  0.192
O 3.0371 3.3794 1.8584  0.152
O 0.6361 1.2565 -4.4701  0.177
O 1.4988 1.7783 1.5017  -0.128
N -0.2449 -1.3242 1.5743  -0.052
N 1.6166 2.0772 -1.1769  0.017
N -2.0878 1.1587 0.4319  0.061
N 1.2231 -1.6208 -0.8674  -0.063
C 0.3024 -2.5146 1.1990  -0.153
C -0.5758 -3.5088 3.2402  0.034
C -5.0081 1.7437 0.9913  0.007
C -4.0502 2.6991 1.1708  0.069
C -3.1814 0.2862 0.2961  -0.117
C 2.2663 2.6184 1.0462  -0.442
C 2.4705 -3.0099 -2.3787  -0.016
C -1.7440 3.2915 1.0627  -0.445
C 1.9210 -1.8043 -2.0072  -0.108
C 1.5691 -3.9313 -0.3326  -0.139
C 0.6727 1.2076 -3.1257  -0.433
C 0.1413 -3.6428 2.0422  -0.138
C -2.7246 2.3338 0.8854  -0.150
C 0.6847 -4.8831 1.6985  0.008
C 2.2897 -4.0878 -1.5258  0.032
C 3.2530 3.7963 -1.0397  0.058
C -4.5704 0.5138 0.5461  0.056
C 1.6182 2.1661 -2.5135  -0.167
C -0.9290 -1.2284 2.7331  -0.105
C 2.4206 3.0579 -3.1973  0.062
C 3.2517 3.8861 -2.4400  0.028
C 1.0286 -2.6614 -0.0089  -0.162
C -1.1207 -2.2842 3.5944  -0.022
C 1.3951 -5.0266 0.5169  0.011
C -2.8432 -1.0331 -0.1647  -0.433
C 2.4124 2.8694 -0.4377  -0.147
H 2.2552 -0.0549 0.6937  -0.021
H 3.6283 4.0302 1.4500  0.117
H -0.0278 0.5704 -4.6982  0.166
H 3.0236 -3.1088 -3.3051  0.121
H 3.8997 4.6029 -2.9406  0.136
H 3.9078 4.4512 -0.4812  0.127
H -0.9307 4.8793 1.4609  0.169
H -4.6515 -1.9009 -0.2076  0.127
H -1.6781 -2.1587 4.5150  0.120
H 2.4057 3.1128 -4.2802  0.141
H 2.7145 -5.0512 -1.7976  0.133
H -0.7138 -4.3584 3.9047  0.134
H -1.3293 -0.2424 2.9504  0.117
H -6.0563 1.9426 1.1886  0.140
H -5.3264 -0.2465 0.4024  0.124
H 1.8113 -5.9998 0.2651  0.131
H -4.2996 3.6965 1.5184  0.148
H 2.0256 -0.9204 -2.6295  0.103
H 0.5590 -5.7467 2.3481  0.130

Summary:
* spin multiplicity: 1
* frontier orbital gap (alpha / beta): 4.46 / 4.46 eV
* total charge: +2
* max |F|: 11.24 eV Å⁻¹



# 6
DFT (the ωB97M-V functional and the def2-TZVPD basis) results for a 2-piece molecular cluster, C4H7NO2 overall.

Last column: Löwdin charge in e.
Cartesian coordinates (Å):
O 1.8798 -0.8604 0.8587  0.165
O -2.2145 1.2730 -0.1683  0.027
N 1.7365 0.5793 -1.3429  0.051
C -0.4454 -0.1572 0.3848  -0.250
C -1.0365 0.9911 -0.2849  -0.269
C 0.8608 -0.3991 0.5289  -0.199
C -1.3436 -0.9753 1.2879  -0.043
H -0.8495 -1.8867 1.6338  0.084
H 1.8535 1.3843 -1.9447  0.056
H -0.3506 1.6070 -0.8911  0.105
H -2.2538 -1.2409 0.7443  0.086
H 2.6460 0.1729 -1.1799  0.047
H 1.1520 -0.1135 -1.7804  0.051
H -1.6348 -0.3746 2.1537  0.089

Summary:
* spin multiplicity: 1
* frontier orbital gap: 9.60 eV
* total charge: 0
* max |F|: 0.77 eV Å⁻¹
* SMILES: CC(=C=O)C=O.N
* ΔE to the lowest compared entry with this formula, charge and spin: 43.62 kcal per mole



The highest total charge belongs to which entry? C26H19LaN4O8



Which value of total charge does entry 5 give? +2